ORCA calculation (ωB97M-V/def2-TZVPD) on a structure of composition C35H26Br2NOP2PtS2 in a non-equilibrium geometry.

Output
M = 957.57 g mol⁻¹
charge = -1
multiplicity = 1
E = -8225.92772 Ha

Geometry (Å):
N1 3.60445 -0.93602 0.12632
H1 -3.27591 -2.52011 4.26469
S1 0.73114 -2.71604 0.56560
O1 3.73142 0.04919 -2.36398
C1 4.49984 -0.93239 -2.07572
H2 -2.85998 3.03817 -1.20793
H3 -4.31462 2.85850 -3.17627
H4 -0.03063 0.39887 -3.04115
H5 -0.82989 6.09408 1.83851
C2 -2.58634 -1.76313 3.91115
H6 -3.63417 1.46068 -5.10191
C3 -2.99495 1.53603 -4.23052
P1 -0.37782 -1.08142 0.52224
H7 -3.66529 3.00501 2.71239
S2 1.51802 2.60570 -1.34234
H8 -2.65952 -0.62236 5.73168
C4 -2.32176 4.64824 2.37460
H9 -5.12345 -0.71713 -0.99247
C5 -2.04256 -1.86302 2.64195
C6 -1.83086 -1.41022 -0.55137
C7 -0.57593 4.25313 0.76836
C8 -2.65295 -2.37366 -2.60529
H10 -0.11237 0.90713 2.63613
H11 -1.48566 0.22955 -5.02583
C9 -0.97319 0.93550 -3.07535
C10 -3.10300 -0.90881 -0.29966
C11 -2.16818 2.52637 1.25896
C12 4.48677 -1.50699 -0.74822
C13 -1.34618 0.26119 4.28346
C14 4.49526 -2.27787 1.85772
H12 -3.30222 -0.36738 0.61640
C15 -3.37674 2.31672 -3.15274
C16 -1.34688 1.72312 -1.98702
C17 -1.78905 0.84572 -4.18852
C18 -1.04930 2.96319 0.55497
Br1 5.49230 -0.82702 -4.72990
C19 2.79019 -0.50112 2.37702
H13 6.92139 -2.97474 -3.35440
C20 -4.13984 -1.12125 -1.19977
C21 -1.15759 -0.89238 2.17199
H14 0.30105 4.59004 0.22827
C22 5.31874 -2.93151 0.99238
C23 -1.20916 5.09291 1.67558
C24 5.36433 -2.53729 -0.36378
P2 -0.17495 1.83531 -0.58192
C25 -2.23848 -0.69731 4.73617
Pt1 2.18251 0.33048 -0.95139
H15 4.47345 -2.54085 2.90648
C26 6.24766 -2.56812 -2.61304
H16 3.29774 0.43597 2.62757
H17 -0.63113 -2.55796 -1.89679
H18 -2.47223 -2.95047 -3.50446
H19 5.96190 -3.73072 1.33534
C27 6.23475 -3.07164 -1.34303
H20 -2.54472 1.52608 1.10181
C28 -0.80897 0.16232 3.00426
C29 -3.91638 -1.85307 -2.35509
C30 0.40611 0.39944 0.10217
H21 2.64266 -1.07528 3.29048
C31 5.40292 -1.51221 -2.96778
H22 1.83389 -0.23619 1.94045
C32 -2.55547 2.41054 -2.03512
C33 -1.61827 -2.14959 -1.71342
H23 -2.81367 5.30087 3.08535
C34 3.62891 -1.25920 1.40088
H24 -1.06713 1.09123 4.92146
H25 -4.72346 -2.01926 -3.05829
Br2 7.42906 -4.48552 -0.89808
H26 -2.29348 -2.70390 2.00562
C35 -2.80216 3.36188 2.16415



ORCA calculation (ωB97M-V/def2-TZVPD) on a structure of composition C35H26CrF3O6S3 in a non-equilibrium geometry.

Output
M = 747.78 g mol⁻¹
<S²> = 3.789
charge = 0
multiplicity = 4
E = -4339.44235 Ha

Geometry (Å):
C1 -0.53121 -1.12879 -0.69987
H1 -5.59701 -5.23239 1.36623
C2 -4.24761 -2.95619 1.23893
C3 -3.75411 -2.14179 -1.36637
H2 6.90219 2.07311 -2.47737
Cr1 -2.18301 2.79121 -1.70487
C4 -0.05651 2.53941 2.57133
H3 -3.59221 -1.79669 -2.37487
C5 -4.90111 -3.59239 0.18673
H4 -0.27621 3.42031 3.15783
H5 -1.27131 -2.12239 -2.45007
H6 6.95849 2.12461 -0.72037
C6 0.44189 0.24041 1.04753
H7 -6.86771 -4.19089 0.72833
C7 0.40039 -1.12969 3.11003
C8 1.85989 -2.50279 -1.19667
C9 -3.35881 -1.93229 0.99163
H8 3.11929 -3.88989 -2.24887
C10 0.56519 -0.88899 0.09953
H9 5.08379 -3.49739 -0.81447
O1 -2.42811 2.53561 0.17773
H10 0.30959 -2.17369 4.96003
H11 -2.87591 -1.40459 1.79953
C11 -5.90941 -4.65899 0.49423
O2 -0.14101 2.85611 -1.72287
C12 -0.42991 -2.00789 -1.78747
H12 -6.05671 -5.33499 -0.34607
H13 6.71459 3.61791 -1.62327
C13 0.73859 -2.67439 -2.03587
C14 0.20949 -1.22129 4.46033
C15 5.00079 2.33061 -1.53237
C16 -0.23691 1.13731 4.59423
C17 -3.11691 -1.52319 -0.31137
O3 -4.73601 2.99371 0.87473
H14 0.04039 3.59601 0.71093
H15 4.96099 -1.87759 1.03683
C18 6.47919 2.55681 -1.59927
C19 2.78809 3.07531 -0.91917
C20 4.45349 1.14141 -2.00287
O4 -4.08961 2.60791 -1.44167
H16 5.10259 0.39111 -2.43127
S1 -3.91781 2.22441 0.00003
F1 -2.18041 3.59261 -3.73407
C21 -4.63531 -3.18379 -1.11347
C22 1.78209 -1.58579 -0.11367
H17 2.67019 -0.00119 -2.31807
C23 -0.13691 -0.08239 5.20393
C24 3.07159 -3.18739 -1.42857
C25 0.00779 1.28131 3.21153
H18 2.13049 3.83191 -0.52507
O5 -4.04851 0.78411 0.17423
O6 -2.09321 0.60091 -1.69007
C26 0.12779 2.64761 1.22023
C27 3.09059 0.91651 -1.93497
H19 0.64249 -2.00329 2.52403
H20 4.56219 4.22661 -0.64457
H21 -4.46091 -3.25059 2.25683
C28 0.36509 1.48901 0.47283
C29 4.16109 -2.96629 -0.63427
H22 -5.13591 -3.66269 -1.94207
C30 0.29639 0.11401 2.45063
S2 0.47839 1.53791 -1.33267
C31 4.08929 -2.04529 0.42263
C32 2.26169 1.88231 -1.38147
F2 -1.10241 5.25911 -2.85307
C33 4.15099 3.29421 -1.00027
H23 -0.50881 2.01491 5.16143
F3 -3.24521 5.25561 -2.79297
H24 -0.31901 -0.17939 6.26323
H25 2.87309 -0.65639 1.48593
H26 0.82959 -3.33209 -2.89037
C34 -2.17491 4.48421 -2.63657
S3 -2.03261 -0.08189 -0.35777
C35 2.92949 -1.36889 0.67743